# 1
Entry from the Open Molecules 2025 dataset: a molecular structure, C48H65MoN6O8SbSi3Te (ωB97M-V/def2-TZVPD).

```
133
Properties=species:S:1:pos:R:3
C -4.133 1.295 -1.128
H -5.917 -2.490 1.433
H -3.583 -2.868 -2.866
C -2.063 0.882 -2.156
H -1.555 1.807 0.736
H 2.893 2.688 6.615
C -1.089 3.719 1.651
H -3.209 -3.008 4.030
C 1.595 -0.403 -6.500
O 2.167 0.204 -9.065
C 0.311 3.773 1.748
C 4.658 2.246 1.552
H -4.723 -0.205 0.246
H 0.775 -5.819 -1.176
C -1.001 -4.659 0.994
C -1.847 2.419 1.597
H 5.500 1.555 1.508
H -5.161 -5.239 -0.548
C -0.101 -1.010 -4.861
Si -4.352 -2.973 -0.495
H 4.259 -3.837 -2.301
C -3.974 -0.422 2.594
C -1.937 7.419 1.569
H 3.924 1.930 0.808
H 2.878 4.820 2.789
H -6.352 -1.511 0.021
H 4.141 -0.295 1.788
H -5.022 -0.633 2.381
H -2.629 7.483 2.409
O -0.457 -1.420 -3.643
C 2.750 2.272 3.271
H -0.787 -4.104 1.898
N 1.400 -2.970 1.499
C 0.610 -0.344 -7.461
C 2.291 2.400 4.591
C 1.379 -3.912 -3.523
C -1.047 -0.876 -5.877
Si -2.765 -1.740 2.008
H 0.757 7.112 1.703
C 0.240 6.160 1.698
H 0.363 1.422 4.567
H 1.622 -4.948 -3.776
C 3.135 -1.919 2.768
H 0.307 -3.785 -3.678
C 2.576 -1.120 0.582
C 4.107 2.325 2.952
H 0.280 3.188 4.509
O -3.135 -1.680 -6.380
H -0.453 -1.934 2.954
C -1.146 6.144 1.626
Mo 0.274 -0.727 -1.982
H -1.473 -0.534 -7.957
N 0.843 0.800 -1.289
C 2.492 5.103 1.808
N 2.269 -0.769 -4.242
H -6.697 -3.227 0.045
N -2.473 -1.072 -5.571
C 0.996 4.994 1.755
H -3.423 -5.318 -0.741
H -1.287 8.292 1.598
H -4.133 -5.073 0.869
H -4.353 -3.482 2.787
N -1.856 -0.253 -1.444
H -3.867 -0.404 3.684
H -2.724 -4.160 2.793
C 1.583 -2.107 0.498
H 5.029 3.222 1.237
Si 1.904 -3.643 -1.745
O 0.101 0.059 -9.666
H -0.525 -0.663 1.744
C -2.818 -0.687 -0.598
H 5.627 1.948 7.061
H 6.588 3.020 6.042
Te 1.301 1.925 1.786
Sb -1.203 -3.378 -0.708
H 2.516 -5.938 -1.349
H -2.915 2.613 1.510
H 1.091 1.687 -3.727
C 1.504 1.957 -1.612
C 0.826 2.343 4.937
N 0.992 0.001 -8.847
H 2.757 -0.458 -0.254
C 2.149 -2.872 2.596
H 0.684 2.366 6.016
C -0.719 -0.583 -7.186
H -5.031 1.883 -0.985
C 3.231 2.587 5.590
H 5.302 3.675 7.061
C -5.959 -2.476 0.343
O 1.953 2.701 -0.746
H -3.250 2.575 -2.647
C -3.960 0.124 -0.435
C -1.079 -1.132 2.563
H 3.955 -2.180 -1.790
H -1.695 1.818 2.497
H 2.956 4.464 1.055
H -1.919 -5.234 1.082
O 3.446 -0.489 -4.529
H 3.724 -1.887 3.674
C -1.792 4.912 1.598
O -2.901 -0.562 -4.553
C 5.587 2.835 6.427
C 4.596 2.644 5.313
C 1.246 -0.734 -5.193
C 1.715 -5.321 -0.927
H 1.913 -3.270 -4.225
C 3.715 -3.218 -1.579
H -1.210 -0.389 3.357
H 4.079 -3.482 -0.583
H 2.801 6.128 1.610
H 1.947 -3.602 3.374
H -0.171 -5.328 0.796
H -2.530 7.467 0.654
C -3.158 1.688 -2.038
H -5.275 -3.345 -2.737
H 2.628 -0.208 -6.745
C 3.353 -1.034 1.722
H -1.300 1.141 -2.883
C 5.010 2.510 3.997
H 1.557 3.337 -3.230
C 1.726 2.274 -3.065
H 6.069 2.555 3.767
C -4.515 -2.672 -2.331
C 0.784 -2.337 -0.763
C -4.218 -4.816 -0.188
H 1.841 -5.303 0.155
H 2.768 2.055 -3.308
C -2.763 -2.003 0.112
O 2.011 -1.025 -2.933
H -3.741 0.577 2.231
C -3.300 -3.257 2.967
H -2.874 4.880 1.531
H -4.820 -1.651 -2.568
```

Computed properties:
energy relative to the best compared isomer or geometry (same formula, charge and spin): 0.000 eV
2S+1: 4
net charge: +1
expectation value of S²: 3.786
highest occupied orbital energy (spin up / spin down): -9.522 / -10.605 eV
calculated total energy: -115459.6303 eV

Mulliken population analysis, charges in e, atoms 1 to 99: number 1, C, carries -1.655; number 2, H, carries 0.327; number 3, H, carries 0.126; number 4, C, carries -0.082; number 5, H, carries -0.140; number 6, H, carries 0.458; number 7, C, carries 0.696; number 8, H, carries 0.422; number 9, C, carries -0.681; number 10, O, carries -0.607; number 11, C, carries 0.498; number 12, C, carries -2.120; number 13, H, carries 0.766; number 14, H, carries 0.347; number 15, C, carries -1.606; number 16, C, carries -1.010; number 17, H, carries 0.608; number 18, H, carries 0.526; number 19, C, carries -0.052; number 20, Si, carries 0.885; number 21, H, carries 0.531; number 22, C, carries -1.197; number 23, C, carries -1.625; number 24, H, carries 0.211; number 25, H, carries 0.319; number 26, H, carries 0.359; number 27, H, carries 0.603; number 28, H, carries 0.393; number 29, H, carries 0.353; number 30, O, carries 0.251; number 31, C, carries 0.832; number 32, H, carries 0.303; number 33, N, carries 0.293; number 34, C, carries -0.879; number 35, C, carries 0.386; number 36, C, carries -1.221; number 37, C, carries 0.233; number 38, Si, carries -0.872; number 39, H, carries 0.381; number 40, C, carries -0.988; number 41, H, carries 0.093; number 42, H, carries 0.670; number 43, C, carries -1.004; number 44, H, carries 0.213; number 45, C, carries -0.770; number 46, C, carries 1.503; number 47, H, carries 0.341; number 48, O, carries -0.590; number 49, H, carries 0.580; number 50, C, carries 0.504; number 51, Mo, carries -2.276; number 52, H, carries 0.659; number 53, N, carries 1.351; number 54, C, carries -1.204; number 55, N, carries 0.114; number 56, H, carries 0.514; number 57, N, carries 0.895; number 58, C, carries 0.730; number 59, H, carries 0.349; number 60, H, carries 0.365; number 61, H, carries 0.405; number 62, H, carries 0.270; number 63, N, carries 0.896; number 64, H, carries 0.503; number 65, H, carries 0.452; number 66, C, carries 0.127; number 67, H, carries 0.454; number 68, Si, carries 1.215; number 69, O, carries -0.619; number 70, H, carries -0.665; number 71, C, carries -1.463; number 72, H, carries 0.324; number 73, H, carries 0.389; number 74, Te, carries -0.125; number 75, Sb, carries 0.423; number 76, H, carries 0.496; number 77, H, carries 0.578; number 78, H, carries 0.079; number 79, C, carries 0.416; number 80, C, carries -1.392; number 81, N, carries 1.028; number 82, H, carries 0.734; number 83, C, carries -0.597; number 84, H, carries 0.507; number 85, C, carries -0.752; number 86, H, carries 0.522; number 87, C, carries -0.925; number 88, H, carries 0.381; number 89, C, carries -1.225; number 90, O, carries -0.462; number 91, H, carries 0.635; number 92, C, carries -0.808; number 93, C, carries 0.208; number 94, H, carries 0.237; number 95, H, carries 0.223; number 96, H, carries 0.028; number 97, H, carries 0.522; number 98, O, carries -0.743; number 99, H, carries 0.484

---

# 2
Entry from the Open Molecules 2025 dataset: a gas-phase ion, C3H5N2O2 (charge +1) at a distorted geometry (ωB97M-V/def2-TZVPD).

```
12
Properties=species:S:1:pos:R:3
O 2.810 -0.468 0.108
N -0.217 -1.188 -0.289
H 0.208 -1.866 0.337
C 0.635 0.397 -0.020
C -1.553 -0.759 0.024
C 2.111 0.472 -0.072
H 2.474 1.487 -0.303
H -0.375 2.222 0.021
N -0.352 1.193 -0.014
H -1.904 -1.037 1.034
O -1.588 0.682 -0.087
H -2.249 -1.135 -0.740
```

Computed properties:
energy relative to the best compared isomer or geometry (same formula, charge and spin): 4.435 eV
SMILES: O=CC1=[NH+]OCN1
net charge: +1
highest occupied orbital energy: -15.100 eV
calculated total energy: -10255.2412 eV

From a natural (NBO) analysis of the wavefunction, the atomic charges in e read: number 1, O, carries -0.339; number 2, N, carries -0.538; number 3, H, carries 0.414; number 4, C, carries 0.400; number 5, C, carries 0.039; number 6, C, carries 0.332; number 7, H, carries 0.170; number 8, H, carries 0.474; number 9, N, carries -0.128; number 10, H, carries 0.198; number 11, O, carries -0.260; number 12, H, carries 0.237

---

# 3
Entry from the Open Molecules 2025 dataset: 8 unconnected molecules or ions with the total composition C24H56N8O8 at a distorted geometry (ωB97M-V/def2-TZVPD).

```
96
Properties=species:S:1:pos:R:3
C 3.893 2.623 -0.135
H -0.051 -5.461 -2.569
H -3.076 -2.934 -1.950
N -3.195 -2.073 -2.394
H 3.309 2.226 0.800
H 1.174 -4.549 -1.783
H 1.440 -2.473 -0.167
H -0.946 -0.123 5.592
H 3.798 1.909 -0.986
H 0.435 2.070 -0.145
H -0.696 3.201 -2.737
H -2.507 -5.600 0.818
N 1.624 0.321 -2.983
H -3.071 -1.571 -4.438
H -2.936 1.620 4.466
H 4.949 2.855 -0.305
C 4.403 -1.210 6.553
N -0.200 -5.075 -0.515
H -1.746 -1.117 -0.029
O -2.416 5.431 -2.290
H -1.782 1.674 -3.023
C 1.026 -2.432 0.798
O 1.724 4.221 0.811
H 2.354 0.741 3.395
H -3.126 -3.998 0.976
H -0.800 -2.935 3.189
C 0.184 -1.431 -2.757
C 0.170 1.374 0.485
C 2.266 4.432 -0.302
H -3.859 5.587 -5.132
H 3.505 -1.298 7.083
O 0.557 -0.328 -4.738
H 0.275 -2.559 4.349
H 2.657 2.215 -2.858
H -1.619 1.214 3.216
H -3.906 6.756 -3.850
H -3.474 -1.822 0.193
H 1.762 0.011 -1.878
N 0.412 -1.059 0.903
H -4.566 -2.420 -4.008
N 3.321 3.868 -0.753
C -3.278 -0.958 -1.721
O 1.992 -0.050 -0.420
C 2.328 1.518 -3.573
H 1.395 -0.806 3.279
H -0.088 -0.973 -1.790
O -1.936 -4.019 -1.466
C -1.264 -1.092 3.655
C -0.796 -2.491 3.988
O -1.671 -1.044 2.516
H -3.138 3.082 -4.098
C 1.620 5.530 -1.230
H 1.724 -2.660 1.525
H 2.259 -0.873 5.351
C -3.387 -2.167 -3.896
C -2.976 4.859 -3.227
H 2.321 5.791 -1.594
H 0.434 -5.323 0.494
H -1.431 -4.689 1.672
H 1.338 -5.992 -1.734
H 0.211 -3.149 0.890
H 4.914 -0.424 6.936
N -2.700 3.556 -3.463
C -2.896 -1.029 -0.212
H 3.136 -0.553 2.533
C -1.809 1.168 4.269
H 3.441 4.391 -1.636
C 0.804 -0.541 -3.554
C -1.608 2.773 -2.738
H 0.959 5.324 -2.114
C -3.977 5.630 -4.059
H -0.938 1.171 0.479
H -3.223 -0.162 0.404
N -1.349 -0.077 4.522
H -0.794 -1.691 -3.253
C 0.529 -5.304 -1.731
N 2.893 -0.803 4.650
O -3.459 0.154 -2.276
H -0.380 -1.108 1.574
C 0.932 0.069 0.350
H 5.103 -2.051 6.522
H -1.200 -2.991 4.944
H 1.261 6.331 -0.673
H 1.664 2.305 -4.229
C -2.118 -4.589 0.906
H -1.381 2.066 4.825
H -1.876 2.898 -1.658
H 1.024 -2.323 -2.705
C 2.458 -0.237 3.279
H 0.193 1.833 1.504
C 4.124 -0.706 5.143
H -4.817 5.317 -3.900
H 3.325 1.312 -3.989
C -1.338 -4.515 -0.412
H -2.955 -3.151 -4.128
O 5.114 -0.370 4.333
```

Computed properties:
energy relative to the best compared isomer or geometry (same formula, charge and spin): 17.949 eV
SMILES: CNC(C)=O.CNC(C)=O.CNC(C)=O.CNC(C)=O.CNC(C)=O.CNC(C)=O.CNC(C)=O.CNC(C)=O
net charge: 0
highest occupied orbital energy: -8.158 eV
calculated total energy: -54083.9826 eV

From a Mulliken analysis of the wavefunction, the atomic charges in e read: number 1, C, carries -0.750; number 2, H, carries 0.373; number 3, H, carries 0.410; number 4, N, carries 0.045; number 5, H, carries 0.213; number 6, H, carries 0.242; number 7, H, carries 0.358; number 8, H, carries 0.336; number 9, H, carries 0.219; number 10, H, carries 0.688; number 11, H, carries 0.254; number 12, H, carries 0.500; number 13, N, carries 0.182; number 14, H, carries 0.658; number 15, H, carries 0.221; number 16, H, carries 0.402; number 17, C, carries -1.145; number 18, N, carries -0.070; number 19, H, carries -0.120; number 20, O, carries -0.637; number 21, H, carries 0.174; number 22, C, carries -1.057; number 23, O, carries -0.698; number 24, H, carries 0.555; number 25, H, carries 0.129; number 26, H, carries -0.875; number 27, C, carries 1.261; number 28, C, carries -1.247; number 29, C, carries 1.058; number 30, H, carries 0.377; number 31, H, carries 0.347; number 32, O, carries -0.790; number 33, H, carries 0.230; number 34, H, carries -0.143; number 35, H, carries 0.083; number 36, H, carries 0.267; number 37, H, carries 0.487; number 38, H, carries 0.173; number 39, N, carries 1.453; number 40, H, carries 0.276; number 41, N, carries -0.164; number 42, C, carries 0.049; number 43, O, carries -0.906; number 44, C, carries -0.558; number 45, H, carries 0.249; number 46, H, carries -0.601; number 47, O, carries -0.780; number 48, C, carries 0.482; number 49, C, carries 0.204; number 50, O, carries -0.517; number 51, H, carries 0.138; number 52, C, carries -2.349; number 53, H, carries 0.567; number 54, H, carries 0.171; number 55, C, carries -1.462; number 56, C, carries 0.743; number 57, H, carries 1.117; number 58, H, carries 0.379; number 59, H, carries 0.379; number 60, H, carries 0.431; number 61, H, carries -0.305; number 62, H, carries 0.378; number 63, N, carries -0.152; number 64, C, carries -0.465; number 65, H, carries 0.430; number 66, C, carries -0.661; number 67, H, carries 0.201; number 68, C, carries 0.296; number 69, C, carries -0.538; number 70, H, carries 0.385; number 71, C, carries -1.361; number 72, H, carries 0.032; number 73, H, carries 0.441; number 74, N, carries -0.111; number 75, H, carries -0.335; number 76, C, carries -1.028; number 77, N, carries -0.164; number 78, O, carries -0.720; number 79, H, carries -0.426; number 80, C, carries 0.654; number 81, H, carries 0.264; number 82, H, carries 0.388; number 83, H, carries 0.384; number 84, H, carries 0.214; number 85, C, carries -1.217; number 86, H, carries 0.310; number 87, H, carries 0.220; number 88, H, carries -0.060; number 89, C, carries -1.153; number 90, H, carries 0.178; number 91, C, carries 0.678; number 92, H, carries 0.500; number 93, H, carries 0.366; number 94, C, carries 0.681; number 95, H, carries 0.358; number 96, O, carries -0.677

---

# 4
Entry from the Open Molecules 2025 dataset: 4 unconnected molecules or ions with the total composition C2H10O3 at a distorted geometry (ωB97M-V/def2-TZVPD).

```
15
Properties=species:S:1:pos:R:3
O -2.116 1.388 -0.353
C 1.459 1.833 0.098
O 0.575 -1.895 -0.208
C 1.558 0.836 0.969
H -1.119 -1.644 -0.406
H 2.563 0.493 1.187
O -2.051 -1.725 -0.678
H 0.505 2.213 -0.259
H 1.428 -1.417 -0.262
H 0.591 -2.514 -0.976
H -1.850 1.381 0.581
H 0.666 0.323 1.300
H -2.018 0.475 -0.670
H 2.289 2.292 -0.428
H -2.479 -2.040 0.105
```

Computed properties:
energy relative to the best compared isomer or geometry (same formula, charge and spin): 0.461 eV
2S+1: 2
net charge: -1
expectation value of S²: 0.751
highest occupied orbital energy (spin up / spin down): 0.820 / -6.833 eV
calculated total energy: -8376.9920 eV

From a natural (NBO) analysis of the wavefunction, the atomic charges in e read: number 1, O, carries -0.979; number 2, C, carries -0.421; number 3, O, carries -1.405; number 4, C, carries -0.517; number 5, H, carries 0.495; number 6, H, carries 0.180; number 7, O, carries -1.031; number 8, H, carries 0.194; number 9, H, carries 0.376; number 10, H, carries 0.330; number 11, H, carries 0.458; number 12, H, carries 0.202; number 13, H, carries 0.500; number 14, H, carries 0.176; number 15, H, carries 0.442